The following is a DFT calculation (ωB97M-V/def2-TZVPD) of 8 unconnected molecules or ions with the total composition C28H35Cl14NO3 at a distorted geometry.

structure (SMILES)	CC(=O)N(C)CCCCc1ccc2c(c1)C(=O)c1ccccc1C2=O.ClCCl.ClCCl.ClCCl.ClCCl.ClCCl.ClCCl.ClCCl
E	-7811.06950	Eh
molecular weight	929.93	u
Kohn-Sham gap	8.9	eV
LUMO energy	-0.54	eV

ORCA input file:
```
! RIJCOSX wB97M-V def2-TZVPD def2/J DEFGRID3
* xyz 0 1
C -2.900 -4.072 -0.638
C -2.691 -4.314 -2.140
O -3.103 -5.342 -2.634
N -2.021 -3.343 -3.002
C -3.033 -2.273 -3.221
C -0.905 -2.707 -2.226
C 0.243 -2.233 -3.157
C 0.584 -0.727 -2.912
C 1.876 -0.502 -2.049
C 1.439 0.157 -0.746
C 1.750 1.461 -0.463
C 1.299 2.046 0.712
C 0.544 1.306 1.577
C 0.264 -0.027 1.306
C 0.706 -0.608 0.154
C -0.572 -0.766 2.329
O -0.338 -1.905 2.688
C -1.701 0.068 2.896
C -2.944 -0.465 3.113
C -3.940 0.360 3.595
C -3.666 1.681 3.847
C -2.419 2.219 3.641
C -1.426 1.397 3.157
C -0.024 1.879 2.851
O 0.584 2.660 3.564
H -3.281 -4.984 -0.179
H -3.623 -3.254 -0.531
H -1.989 -3.788 -0.104
H -3.613 -2.050 -2.310
H -2.504 -1.343 -3.460
H -3.731 -2.534 -4.021
H -0.489 -3.459 -1.549
H -1.360 -1.893 -1.643
H 1.134 -2.799 -2.870
H -0.011 -2.436 -4.200
H -0.262 -0.254 -2.404
H 0.666 -0.231 -3.887
H 2.404 -1.439 -1.856
H 2.525 0.194 -2.590
H 2.343 2.075 -1.135
H 1.540 3.079 0.945
H 0.505 -1.647 -0.090
H -3.107 -1.517 2.901
H -4.943 -0.023 3.749
H -4.450 2.346 4.202
H -2.162 3.269 3.799
Cl 0.210 -5.835 -3.160
C 1.191 -5.887 -4.626
Cl 2.631 -4.861 -4.496
H 1.510 -6.908 -4.799
H 0.585 -5.540 -5.455
Cl 0.723 -3.370 -6.927
C -0.176 -2.157 -7.843
Cl -1.575 -1.569 -6.934
H 0.480 -1.319 -8.054
H -0.522 -2.601 -8.770
Cl 3.338 -0.660 4.552
C 2.806 0.713 5.529
Cl 2.335 0.206 7.162
H 3.621 1.423 5.608
H 1.953 1.176 5.047
Cl -6.181 0.188 -8.388
C -4.961 -0.963 -8.944
Cl -4.117 -0.365 -10.378
H -4.238 -1.119 -8.151
H -5.449 -1.900 -9.189
Cl 1.191 7.060 6.013
C 0.573 5.899 4.833
Cl -1.038 5.314 5.261
H 0.523 6.377 3.861
H 1.248 5.051 4.796
Cl 3.569 4.069 6.797
C 4.803 3.180 7.702
Cl 5.932 2.360 6.618
H 5.354 3.879 8.320
H 4.311 2.439 8.324
Cl 4.006 7.331 3.338
C 5.240 6.490 4.286
Cl 6.404 5.657 3.249
H 5.769 7.218 4.891
H 4.753 5.759 4.922
*
```